Record 1
The following is a DFT calculation (wB97M-V/def2-TZVPD) of a molecular structure, C22H38P2Sr.

Geometry as XYZ:
```
63
Properties=species:S:1:pos:R:3:forces:R:3
H -3.7788 -3.1369 -1.7955 -0.010 -0.304 -0.098
H 2.0306 5.6670 -2.3265 0.354 -0.100 0.129
C 3.9459 3.1679 0.3482 -0.357 0.186 0.360
H -0.2989 1.9078 -0.9607 0.225 -0.151 0.179
H 2.8384 1.6361 -3.0584 -0.055 0.324 0.224
H -1.9373 -0.6403 -3.3112 0.022 0.346 0.071
H 0.3781 -2.1652 -2.8358 0.276 0.113 0.129
H 1.8467 -1.0892 2.6855 -0.144 0.236 0.186
C 3.1661 2.5279 -2.5101 -0.213 0.702 -0.555
H -1.7328 -3.4442 3.6598 -0.120 0.256 0.142
C 4.9290 3.3148 -0.7817 0.493 -0.119 -0.034
C 2.8295 3.8853 0.5380 0.896 0.019 0.340
H 2.2441 3.7322 1.4522 0.256 -0.083 -0.288
H 1.7182 0.5707 3.3771 -0.091 -0.257 -0.043
H 1.3629 3.5611 -2.9063 0.346 -0.308 0.249
H -3.3604 -2.7767 3.3579 0.247 0.112 0.195
C 2.3602 5.0280 -0.3153 -0.271 0.076 -0.246
C 1.0706 0.9702 0.4799 -0.021 -0.071 0.257
C 0.8148 -1.3148 -2.2953 -0.025 -0.287 -0.022
H 4.8440 1.4267 -1.8265 -0.049 0.216 -0.067
P -0.5167 -0.4679 -1.3743 0.382 0.860 -0.590
C -5.2832 -5.8677 2.0067 0.093 0.057 -0.205
H -1.6110 1.9187 1.6627 0.161 -0.006 0.196
H 1.2684 5.1154 -0.2013 0.236 -0.012 -0.009
C 0.4236 1.0779 -0.8992 -0.347 -0.364 -0.253
C -3.9076 -6.0570 1.8054 -0.395 0.095 0.133
H -0.1958 2.3123 2.6994 -0.207 -0.145 -0.051
C -3.2310 -3.7750 -1.1062 0.669 0.999 0.148
H -2.0159 -1.6658 3.8777 -0.214 -0.396 0.224
Sr -1.8440 -2.1507 0.8028 -1.139 -1.336 -0.157
C 1.1551 -0.3128 3.0440 0.029 -0.037 0.156
H 5.0981 4.3648 -1.0583 -0.071 -0.391 0.230
H 4.2429 2.4120 1.0875 -0.416 0.219 -0.194
C 2.3578 3.5949 -2.4410 0.115 -0.435 -0.320
H 3.7157 5.2447 -2.0172 -0.424 -0.181 -0.038
H 2.0181 0.4115 0.4246 -0.204 0.137 -0.050
C 2.6804 4.9296 -1.8265 -0.187 0.490 -0.074
H 1.1883 1.2555 -1.6689 -0.366 0.060 0.275
C -0.9025 1.5249 2.4034 -0.276 0.017 0.208
H -7.0485 -4.8322 1.3170 0.292 0.001 -0.099
H -2.2323 0.8936 -2.4197 0.160 -0.221 -0.215
P -0.0181 0.0887 1.7069 0.625 0.538 0.033
H -2.2258 -4.0725 -1.4227 -0.305 -0.271 -0.126
H -0.7788 0.7259 -3.4672 -0.215 -0.026 0.017
C -3.9238 -4.5205 -0.1145 0.045 -0.010 0.513
H 2.7778 5.9772 0.0618 -0.136 -0.257 -0.019
H -2.1493 -5.5358 0.6718 -0.292 -0.077 -0.065
H 0.5686 -0.7267 3.8770 0.257 0.093 -0.165
H -5.8637 -3.6031 -0.4994 0.143 -0.356 0.147
H 1.3068 1.9766 0.8492 0.054 -0.433 -0.017
C -1.4619 0.2018 -2.7884 -0.128 -0.127 -0.047
H -5.8053 -6.3749 2.8206 0.201 0.146 -0.267
C -5.3270 -4.3274 0.1237 0.350 -0.138 0.195
C 4.5914 2.4768 -2.0388 0.211 -0.175 0.286
H 1.2522 -0.6077 -3.0088 0.031 -0.206 0.054
C -2.2806 -2.5638 3.2901 0.233 0.264 -0.271
H 1.5871 -1.6682 -1.6000 -0.118 -0.008 -0.250
H 5.2719 2.7912 -2.8489 -0.226 -0.142 0.146
H -1.4720 1.1871 3.2788 0.069 0.172 -0.174
C -5.9806 -4.9937 1.1503 0.361 -0.137 0.154
C -3.2317 -5.4069 0.7807 -0.522 0.405 -0.166
H 5.8913 2.9297 -0.4051 -0.196 0.283 -0.201
H -3.3596 -6.7086 2.4887 -0.091 0.145 -0.198
```
Forces are in eV/Å.

The energy above the lowest of the compared OMol25 structures with the same formula, charge and spin is 0.000 eV. For the HOMO energy, the calculation gives -5.267 eV. Its gap between HOMO and LUMO is 0.1885 Eh.

---

Record 2
The following is a DFT calculation (wB97M-V/def2-TZVPD) of 8 unconnected molecules or ions with the total composition C22H39BBr4F4N2O3.

Geometry as XYZ:
```
75
Properties=species:S:1:pos:R:3:forces:R:3
H 0.1021 -4.6373 2.3446 -0.169 0.408 0.033
H 2.4951 -4.2476 1.0663 -0.089 -0.090 0.125
H 0.3452 0.8379 4.0067 -1.432 0.397 0.735
O 2.3165 -0.4212 0.0672 -0.937 -0.447 0.602
H 1.3980 -2.8755 1.3283 0.172 0.221 0.046
H -4.4725 1.7560 0.8930 -0.013 0.370 -0.549
Br 0.8033 4.4565 -2.3158 0.153 0.024 -1.110
C 1.6035 3.7253 2.1951 2.583 -0.192 1.159
Br -4.9867 2.1009 -2.1487 1.148 1.307 0.618
H 2.7476 -1.9514 3.8320 0.498 0.624 0.204
C 0.8664 0.4859 4.8970 0.508 -0.298 -0.602
H 0.7579 0.5835 -2.0066 0.037 -0.216 0.098
H 1.7983 -2.3847 5.9117 0.153 0.620 0.420
F 1.9088 -0.5092 -4.4632 2.013 2.674 -0.984
C -5.2306 -1.4997 -1.8367 -0.780 0.566 2.099
C 0.7579 1.0152 -1.0057 -0.438 -0.051 0.565
H -0.9166 -3.1317 0.5553 -0.320 0.208 0.325
C 0.2940 -0.7328 5.6534 -0.077 0.294 -0.004
C 2.8339 4.0447 2.8358 -3.752 -0.435 2.162
O 1.3810 -3.7224 -0.5604 2.487 1.331 0.927
H -0.3670 -3.3605 -1.6504 0.779 0.169 -0.414
C 1.1844 3.9840 -4.2415 0.266 -1.212 0.207
C 0.1496 -4.0527 -0.9855 -3.400 -1.640 0.289
H 4.7133 4.7906 2.2140 0.073 0.063 -0.459
H 3.2145 3.1850 -4.1536 -0.191 -0.361 0.448
H 0.2491 3.6521 -4.6923 -0.046 0.183 0.353
H 0.4697 -5.7812 1.1272 0.305 -0.073 -0.324
H -6.2964 -1.3773 -1.7127 0.120 0.106 0.326
C -3.6190 1.8738 0.2253 1.902 -0.756 -0.652
C 0.3279 -4.7114 1.2808 -1.280 -0.621 -0.028
H 0.4149 -0.6383 6.7325 -0.669 0.270 -0.045
F 0.7762 -1.8289 -3.3227 -1.778 -1.568 4.047
H -3.3266 0.9576 -0.2876 -0.406 -0.356 0.675
C 0.9826 -0.0436 0.0961 0.751 0.804 -1.303
C 3.7327 4.4422 1.9251 1.734 0.642 -2.948
H 1.5380 4.8787 -4.7540 0.035 -0.094 0.328
C -3.5623 2.8954 -0.8840 -1.332 -0.133 0.860
H -0.2077 1.4785 -0.8027 -0.149 0.174 -0.248
C -0.7545 -4.1758 0.2873 1.565 0.959 -0.120
O 2.0235 0.0255 4.2260 1.709 -1.586 0.632
H -3.7832 3.8638 -0.4350 -0.711 0.212 -0.781
F -0.1905 -1.0109 -5.1339 -0.501 -0.138 -1.050
C -4.1289 -1.3940 -0.9678 -1.547 -0.787 -0.459
C 2.1997 2.8134 -4.2957 -0.373 0.695 -1.060
H -2.0110 -1.7692 -1.4280 -0.004 -0.024 -0.153
F 1.5771 -2.5856 -5.1751 0.262 -1.457 -1.985
H 1.1676 1.2917 5.5664 -0.203 0.142 -0.147
H 1.2731 -1.5268 3.1282 -0.477 0.037 -0.190
H -2.9750 -2.2520 -3.9352 0.399 0.278 0.188
H 0.2946 -0.8631 -0.1118 0.361 -0.810 -0.394
H 1.5178 1.7955 -0.9636 0.084 -0.164 0.084
N -4.7779 -1.8193 -3.0553 -2.333 0.328 -0.681
C 1.8354 -1.3971 4.0529 1.378 0.987 -3.128
H 0.4474 -2.7108 4.9496 0.103 -0.172 -0.358
H 1.9148 1.9164 -3.7459 0.171 0.297 0.175
H 0.6183 0.2574 1.0784 0.404 0.424 0.480
N 1.9042 3.8016 0.8879 -0.335 0.598 -1.698
Br 2.2423 2.1516 -6.1765 -0.076 0.494 0.441
Br -2.0539 2.2378 1.3808 -0.192 0.073 0.258
H 2.9517 4.1182 3.9068 0.042 -0.177 -0.003
C -3.4758 -1.9234 -3.0365 2.926 -0.983 -1.086
H 0.2109 -5.0503 -1.4204 -0.283 -0.149 -0.645
H -5.3612 -1.8790 -3.8776 0.218 -0.028 0.235
H 3.5210 4.5618 -0.3593 -0.123 -0.271 0.145
H 0.6803 3.3526 2.6135 0.065 0.015 -0.330
C 1.1376 -1.9026 5.1912 -1.208 -1.853 1.765
H -0.7046 -0.9882 5.2988 -0.297 0.579 0.671
H -1.7446 -4.5894 0.0954 0.334 -0.627 0.325
C 1.4989 -3.8554 0.8618 -0.047 -0.063 -0.546
H -2.5703 2.9890 -1.3258 -0.339 -0.568 -0.448
H 1.2499 3.5249 0.1699 0.162 0.151 -0.038
C 3.1739 4.3033 0.6302 -0.477 -0.414 2.139
H -4.0474 -1.3194 0.1065 -0.562 0.307 -0.063
C -3.0386 -1.7205 -1.7566 1.657 0.157 -0.338
B 1.0005 -1.5079 -4.5950 -0.211 0.623 0.183
```
Forces are in eV/Å.

For the HOMO energy (alpha / beta), the calculation gives -5.925 / -5.925 eV. The charge is -1. Its gap between HOMO and LUMO (alpha / beta) is 0.2915 / 0.2729 Eh. Its spin multiplicity is 2.

---

Record 3
The following is a DFT calculation (wB97M-V/def2-TZVPD) of 7 unconnected molecules or ions with the total composition C22H39BF2IN9O2P.

Geometry as XYZ:
```
77
Properties=species:S:1:pos:R:3:forces:R:3
N -6.4282 -2.6103 -0.7759 0.320 -0.294 -0.081
N 2.1757 4.7757 -2.7416 -0.311 -0.123 -0.063
N -4.3059 -1.6709 3.2330 -0.124 -0.001 -0.151
C -1.6773 3.2126 -1.3596 -0.673 -0.052 -0.103
H -5.3398 -5.4151 0.1082 0.018 0.021 0.007
H -1.3871 -1.4897 2.4543 0.082 0.046 -0.074
H -4.0539 -4.2416 0.4811 0.032 -0.008 0.053
H 1.6178 2.2313 -0.6527 -0.017 -0.086 0.009
F -1.0190 2.7912 -4.0302 0.071 0.095 -0.077
H -6.3289 0.3402 1.8862 0.037 -0.017 0.078
H 4.5451 1.3114 -1.9334 0.001 -0.001 0.044
C 0.2529 -0.2591 -0.9345 0.178 0.187 0.264
C -5.6864 -3.4608 -0.5488 -0.321 0.198 -0.132
C -0.8147 -3.1378 0.1341 0.222 0.080 0.155
C -4.7768 -4.5612 -0.2658 0.061 -0.035 0.033
C -2.0303 0.7002 -1.3736 0.297 -0.351 -0.301
C 1.3642 5.3546 -3.3151 0.195 -0.064 0.073
H -0.8930 -3.5220 1.1552 -0.013 -0.055 -0.084
H 0.6659 1.7346 -4.1893 0.013 0.168 -0.038
H 0.1618 7.0505 -3.5511 -0.005 0.004 -0.011
H -4.2449 -4.8508 -1.1712 -0.012 0.027 -0.006
H 8.6155 -4.3879 6.8067 0.012 -0.004 -0.002
H -5.3401 -2.3111 -3.1894 0.020 0.020 0.017
H -1.0832 3.9012 -1.9634 0.107 -0.088 0.113
B -1.7110 3.7790 0.1323 -0.254 -0.060 0.270
C 9.0372 -3.4299 6.5088 0.038 -0.052 -0.004
H -2.5785 0.6838 -2.3248 -0.271 0.120 0.152
N -0.0731 1.9700 -3.5361 0.362 -0.020 0.466
H -0.5704 5.5372 -4.1122 -0.005 0.013 -0.008
C -1.6386 -0.7897 1.6570 -0.088 0.361 -0.065
C -6.0041 -0.6430 1.5494 0.002 0.176 -0.082
F -2.9382 0.9237 -0.3910 0.005 0.026 0.250
C 5.2072 -1.1031 4.4613 -0.017 -0.025 0.054
C -4.5940 -1.9966 -3.9188 -0.074 0.000 -0.016
H -6.8699 -1.2910 1.4380 0.030 0.008 -0.016
H -0.9483 3.2302 1.8678 -0.500 0.049 0.340
H -1.2846 -1.1581 -2.1717 0.010 -0.001 0.120
O -1.9660 5.1230 0.2822 0.634 -0.100 -0.427
O -1.5249 2.9069 1.1657 0.877 0.042 -0.437
H -4.5362 -0.9096 -3.9104 -0.007 0.005 -0.008
H -1.1965 -3.9022 -0.5438 0.143 0.103 -0.063
C 8.1120 -2.3572 6.8436 -0.142 0.252 0.099
H 2.8394 -0.4961 -0.8119 -0.154 0.057 0.110
H 0.7149 6.3071 -5.0616 -0.004 0.005 0.001
H 9.9800 -3.2776 7.0305 0.002 -0.007 -0.004
N 6.3363 -1.1642 2.1150 -0.125 0.011 0.167
H 0.8420 -1.1710 -0.8970 0.033 0.088 -0.192
N 0.8868 0.6773 -1.9330 -0.573 -0.527 0.199
C -0.1164 1.5509 -2.2898 0.145 0.051 -0.009
H -4.8972 -2.3282 -4.9102 0.006 0.007 -0.004
C 5.8417 -1.1372 3.1526 0.115 0.007 -0.323
C -1.2050 -0.5892 -1.2403 0.579 0.209 0.375
C 4.4782 0.8764 -0.9341 0.093 -0.280 0.042
I 2.7806 0.7738 1.5496 -0.135 -0.234 0.080
N -1.1040 1.8529 -1.4079 -0.162 0.225 -0.745
N -2.2898 -3.0586 -3.3141 -0.260 0.264 -0.039
C -5.0570 -1.2188 2.4895 0.038 -0.128 0.315
H 4.3781 -1.8087 4.4862 -0.002 0.007 0.006
H 2.5621 1.9587 -2.1167 -0.211 0.023 -0.039
H -2.6111 -0.3681 1.9042 0.161 0.067 0.162
H 4.8319 -0.1016 4.6653 0.009 0.001 0.005
H 0.3228 0.2159 0.0460 -0.065 -0.052 -0.001
C 3.0164 0.5499 -0.5776 0.400 0.337 -0.210
H 5.9295 -1.3681 5.2314 -0.039 0.043 0.038
H 5.0691 -0.0414 -0.9349 -0.028 0.073 0.097
H -2.6842 3.2318 -1.7954 0.043 -0.020 -0.041
H -0.9304 0.0382 1.6150 0.162 -0.165 0.078
N 7.3894 -1.5033 7.1083 0.116 -0.212 -0.100
H 9.2203 -3.4368 5.4359 0.007 -0.006 0.003
H -1.2559 5.6327 0.6870 -0.337 0.122 0.301
H 0.2426 -2.9524 -0.0595 -0.026 -0.072 -0.023
C 0.3566 6.1049 -4.0539 -0.013 0.087 -0.009
P -1.9318 -1.6892 0.0935 -1.061 -0.419 -0.284
C -3.2980 -2.5725 -3.5836 0.214 -0.278 0.100
H -5.5152 -0.5488 0.5817 -0.082 0.004 -0.044
C 2.0171 1.4566 -1.3154 0.315 0.024 -0.196
H 4.9488 1.5459 -0.2157 -0.098 0.122 -0.163
```
Forces are in eV/Å.

For the HOMO energy, the calculation gives -10.770 eV. The charge is +1. Its gap between HOMO and LUMO is 0.2692 Eh.

---

Record 4
The following is a DFT calculation (wB97M-V/def2-TZVPD) of a molecular structure, C22H39Cl2N4O4Ti.

Geometry as XYZ:
```
72
Properties=species:S:1:pos:R:3:forces:R:3
H 2.2435 0.8553 -2.2765 -0.004 -0.114 -0.001
C 4.8119 0.7560 -0.4904 -0.143 0.026 0.120
H -1.8747 -5.6420 -1.1805 0.212 0.111 -0.048
C -2.4494 2.0859 -0.6387 -0.123 1.157 0.520
Cl -1.0177 -0.9192 -1.7905 0.007 -1.014 -1.185
C -0.7640 -0.9436 5.4888 -0.055 -0.005 0.105
H -0.0703 -3.0272 4.4421 0.223 0.019 -0.115
C 3.0378 0.1027 -2.1595 -0.046 0.202 -0.012
H -1.3874 -1.8404 5.5707 0.030 0.254 0.018
H -0.3961 -4.7428 -1.6632 -0.231 -0.301 -0.004
Ti -0.1715 -0.1246 0.2124 -2.571 1.334 -1.438
N -1.1579 -4.2222 0.1739 0.119 -0.141 0.326
H 5.2549 0.2905 0.3973 0.061 0.155 -0.181
H -2.9316 -5.1087 0.7610 -0.014 0.181 0.202
H -1.4948 2.1364 -8.2764 0.196 0.042 0.211
H -0.2957 2.7334 2.7082 0.391 -0.149 -0.036
H 1.7598 0.5347 5.5553 -0.203 0.142 0.036
C -0.0178 2.0157 -5.1843 -0.871 -1.416 2.895
H -4.4418 1.4968 1.6223 0.022 0.003 -0.014
C -2.0507 0.9125 0.1664 0.921 -1.247 -0.755
C -0.3203 1.4732 -3.8236 -0.514 0.498 -3.383
O 0.3442 1.6158 -2.8058 1.199 0.392 0.778
H 0.2445 1.3082 6.1357 0.347 0.027 -0.036
H -3.0145 2.8190 -0.0369 -0.192 0.056 -0.227
N 0.4899 1.2747 4.0295 0.115 0.128 0.528
C 0.3152 3.1861 -7.6970 0.517 0.649 -0.711
H -0.8873 -2.5300 2.9525 0.335 0.177 0.074
H -3.3348 1.2512 2.9708 0.066 -0.029 -0.089
H 1.5565 2.3045 5.4799 -0.048 -0.327 0.017
H 5.4727 0.6328 -1.3498 0.099 0.082 0.211
H -1.7591 1.0601 -6.0244 0.149 0.242 -0.047
O 1.6780 -0.8847 -0.0301 2.786 -0.624 0.610
H -1.4276 -0.0755 5.5847 0.263 -0.133 -0.069
H 0.8964 3.3056 3.9144 -0.187 -0.201 -0.259
C 1.1316 2.7846 -5.4480 0.787 0.739 -0.710
C -3.7545 0.7746 2.0727 -0.527 -0.080 0.015
C 2.8348 -0.4286 0.1888 -1.346 -0.009 -1.069
C -0.7725 2.3328 -7.4789 -0.466 -0.760 1.124
C 0.1428 0.1112 3.4389 -0.178 0.302 -2.808
C -0.0329 -2.3197 3.6094 -0.226 -0.273 -0.191
H -3.0789 1.7773 -1.4905 0.201 -0.105 0.346
C 1.0398 1.3460 5.3788 -0.157 -0.189 0.081
N -0.1020 -0.9928 4.1924 0.008 0.078 0.564
H -1.5894 2.6212 -1.0584 -0.128 -0.266 0.036
H -2.5662 -0.8242 1.2519 0.718 0.393 0.308
H 2.6261 -0.8789 -2.4145 0.025 0.198 0.095
C 1.2776 3.3864 -6.6966 -0.149 -0.435 0.786
C 0.6434 2.4914 3.2227 -0.117 0.166 -0.258
H 2.1430 4.0200 -6.8800 -0.069 -0.056 -0.093
H -1.7659 -4.8908 2.0966 -0.098 0.103 -0.240
H -1.2533 0.8749 -3.7915 0.004 0.033 -0.031
H -0.0363 -0.9642 6.3108 -0.250 0.065 -0.003
H 0.5043 -3.1929 -0.4869 -0.222 0.170 -0.116
C -0.9186 -5.2349 -0.8372 0.339 -0.099 0.185
O 0.0569 0.0675 2.1619 0.927 -0.203 4.323
H -0.2885 -6.0459 -0.4492 -0.180 -0.051 -0.106
H 4.6509 1.8263 -0.2886 0.036 -0.274 -0.183
C -0.9281 1.7434 -6.2227 -0.324 0.292 -1.490
C -2.1912 -4.4284 1.1918 0.131 0.095 -0.394
H -2.6606 -3.4746 1.4560 0.134 -0.194 -0.142
Cl 0.7618 1.9681 -0.0567 1.043 1.125 0.427
H -4.3342 -0.0864 2.4235 -0.239 0.152 0.104
H 1.8834 2.8967 -4.6617 -0.280 0.088 -0.211
C -2.6906 0.2644 1.1297 -0.949 0.085 0.471
H 3.2739 -0.4320 1.2042 -0.081 0.054 -0.372
H 3.8892 0.3347 -2.7989 -0.153 -0.029 -0.157
H 0.4286 3.6846 -8.6578 0.012 -0.066 0.083
C -0.3883 -3.1332 0.1454 -0.973 2.437 0.748
O -0.6839 -2.0743 0.7644 0.540 -3.391 0.007
N 3.5625 0.0817 -0.7920 0.046 -0.342 0.715
H 0.9022 -2.4642 3.0590 -0.262 0.087 -0.031
H 1.4427 2.3882 2.4730 -0.438 -0.019 0.141
```
Forces are in eV/Å.

The energy above the lowest of the compared OMol25 structures with the same formula, charge and spin is 0.480 eV. For the HOMO energy (alpha / beta), the calculation gives 0.096 / -3.072 eV. The charge is -1. Its gap between HOMO and LUMO (alpha / beta) is 0.0610 / 0.1773 Eh. Its spin multiplicity is 3.

---

Calculated total energy for the records above, in order: -1574.3514 -11917.3715 -2368.3128 -3151.5483 a.u.
Max |F| for the records above, in order: 1.76 4.69 1.18 4.43 eV Å⁻¹
M for the records above, in order: 452.1 786.0 668.3 542.4 Da